Entry 1:
Below is C7H10O2 in the gas phase in a non-equilibrium geometry, with properties calculated with ωB97M-V/def2-TZVPD.

CARTESIAN COORDINATES (ANGSTROEM)
O: 0.047 0.642 1.328
O: 0.366 0.571 -0.863
C: -0.929 -0.024 -0.724
C: 2.331 0.811 0.579
C: -1.876 0.221 -1.840
C: -1.126 0.063 0.795
C: 0.957 0.194 0.361
C: 0.772 -1.325 0.369
C: -0.761 -1.270 0.191
H: 1.208 -1.846 -0.479
H: -1.467 -0.215 -2.738
H: -1.929 1.325 -2.027
H: -2.065 0.212 1.319
H: -2.860 -0.246 -1.736
H: -1.371 -2.153 0.307
H: 2.229 1.911 0.549
H: 2.732 0.531 1.577
H: 3.002 0.466 -0.225
H: 1.012 -1.716 1.356

Values from the calculation:
LUMO ... 1.03 eV
Spin multiplicity ... 1
SMILES string ... C[C@@]12C[C@H]3[C@@H](O1)[C@@]3(C)O2
Charge ... 0

---

Entry 2:
Below is a molecular structure, C31H57N2O2P2Pb in a non-equilibrium geometry, with properties calculated with ωB97M-V/def2-TZVPD.

CARTESIAN COORDINATES (ANGSTROEM)
Pb: 0.008 0.880 0.448
P: 1.587 -1.270 1.237
P: -2.549 1.403 -0.484
O: -1.875 0.438 4.696
O: 0.870 3.483 1.109
N: 1.055 0.189 -1.477
N: -1.310 -1.302 -0.117
C: 2.138 -3.693 2.608
C: 4.176 -1.030 2.403
C: 2.996 -0.729 -3.449
C: -3.483 -0.140 -0.145
C: -3.312 2.622 1.887
C: -0.229 -2.844 2.671
C: 1.254 -2.434 2.693
C: -3.218 -2.611 -0.659
C: 1.291 -1.031 -1.599
C: -1.015 -3.538 -0.909
C: -2.465 1.592 -2.351
C: 3.443 -0.914 1.058
C: 2.301 -3.076 -2.857
C: 0.692 -1.589 -3.989
C: -1.190 2.415 -2.660
C: -4.857 3.009 -0.031
C: 1.210 3.470 2.516
C: 1.835 -1.628 -2.973
C: 3.597 0.542 0.568
C: -2.335 0.211 -3.006
C: -2.632 -1.399 -0.298
C: -2.404 -3.696 -0.984
C: -0.500 -2.322 -0.463
C: 4.075 -1.874 0.046
C: -2.588 4.130 0.020
C: 0.994 -2.061 -0.391
C: -3.383 2.858 0.369
C: 1.511 -1.618 3.986
C: 2.213 4.556 2.858
C: -1.355 0.251 3.691
C: -3.730 2.266 -2.897
H: 1.605 2.466 2.724
H: 3.346 -0.079 -2.639
H: 4.670 0.759 0.451
H: -0.316 -4.333 -1.177
H: 1.301 -0.546 3.851
H: 0.275 3.569 3.084
H: -0.897 -1.973 2.724
H: -1.046 3.269 -1.976
H: -3.833 1.704 2.186
H: 1.476 -3.745 -2.583
H: 0.301 -0.569 -4.093
H: 1.906 5.532 2.468
H: -0.469 -3.441 1.782
H: -3.797 3.325 -2.618
H: -3.804 3.470 2.389
H: 2.530 -3.906 1.601
H: -1.533 4.058 0.328
H: -3.886 -0.079 0.880
H: 3.669 -1.722 -0.964
H: -5.395 2.052 -0.011
H: 2.543 -1.734 4.334
H: -0.287 1.778 -2.607
H: 3.107 0.720 -0.399
H: -2.213 0.353 -4.091
H: -3.035 4.977 0.561
H: 3.208 4.313 2.468
H: 1.038 -1.924 -4.979
H: 3.756 -0.350 3.155
H: -1.452 -0.323 -2.632
H: -4.989 3.470 -1.015
H: 1.553 -3.002 -0.485
H: 0.856 -1.981 4.790
H: -3.687 2.220 -3.996
H: 2.282 4.624 3.945
H: 5.225 -0.736 2.241
H: 2.692 -3.406 -3.832
H: 2.663 -0.066 -4.257
H: 2.984 -3.643 3.307
H: 1.274 4.297 0.745
H: 1.542 -4.567 2.912
H: -2.831 -4.643 -1.319
H: 3.188 1.260 1.296
H: 3.854 -1.321 -3.798
H: 4.185 -2.058 2.786
H: -2.632 4.371 -1.051
H: 3.108 -3.202 -2.125
H: 5.155 -1.658 0.005
H: -5.336 3.681 0.697
H: -1.282 2.821 -3.683
H: -4.642 1.739 -2.581
H: 3.962 -2.930 0.333
H: -3.228 -0.411 -2.856
H: -0.133 -2.242 -3.675
H: -2.279 2.576 2.258
H: -4.304 -2.647 -0.715
H: -4.344 -0.212 -0.827
H: -0.422 -3.469 3.559

Values from the calculation:
LUMO ... -2.21 eV
Spin multiplicity ... 1
Charge ... +1

---

Entry 3:
Below is a molecular structure, C4H4AlBaF5IO in a non-equilibrium geometry, with properties calculated with ωB97M-V/def2-TZVPD.

CARTESIAN COORDINATES (ANGSTROEM)
Ba: 2.938 -0.041 2.352
I: 0.565 1.323 2.816
Al: 0.696 0.763 -0.964
F: -1.826 -1.097 -0.587
F: 0.690 0.877 -2.842
F: 1.418 -1.361 0.818
F: 1.551 -1.908 -1.452
F: -0.800 -2.772 0.687
O: -2.235 0.926 1.716
C: -0.702 -1.969 -0.505
C: -1.102 1.333 1.390
C: 0.718 -1.226 -0.469
C: -0.817 1.853 -0.118
H: -0.735 -2.662 -1.426
H: 2.121 1.385 -0.516
H: -1.780 1.586 -0.706
H: -0.700 2.989 -0.193

Values from the calculation:
LUMO ... -5.19 eV
Spin multiplicity ... 1
Charge ... +1

---

Entry 4:
Below is a molecular structure, C26H32IN5O8ReSSi, with properties calculated with ωB97M-V/def2-TZVPD.

CARTESIAN COORDINATES (ANGSTROEM)
Re: -0.269 -0.536 -0.630
I: -6.422 -0.754 -0.091
S: -5.808 -3.316 2.675
Si: -1.191 2.264 -2.117
O: -5.698 -4.403 3.625
O: -6.569 -2.164 3.127
O: 0.206 -2.468 -0.779
O: 1.245 -4.301 -1.503
O: 0.724 -1.633 -4.423
O: -0.189 -0.645 -2.660
O: 1.884 -0.218 -0.514
O: -6.103 -3.735 1.310
N: -0.372 1.378 -0.744
N: 0.368 1.715 1.451
N: -2.709 -1.923 -1.688
N: -2.269 -0.989 -0.824
N: -0.387 -1.077 1.485
C: -1.925 -2.981 1.579
C: -1.708 3.922 -1.413
C: -4.499 -1.135 -0.684
C: -3.353 -0.506 -0.212
C: -3.777 -1.432 2.968
C: 2.440 0.167 -1.820
C: 1.238 -3.119 -1.307
C: 1.886 3.909 0.759
C: -2.698 1.383 -2.740
C: 1.863 3.463 2.068
C: 2.751 -1.384 -0.320
C: 3.912 0.350 -1.479
C: 0.389 2.140 0.185
C: 2.442 -2.224 -1.567
C: 1.142 3.246 -0.202
C: -0.004 2.451 -3.556
C: 2.209 -1.102 -2.643
C: 1.085 2.356 2.379
C: -4.040 -2.056 -1.611
C: -1.613 -1.688 1.978
C: 0.981 1.850 3.789
C: -2.507 -0.923 2.703
C: -3.185 -3.477 1.858
C: 4.134 -0.751 -0.410
C: 0.835 -1.156 -3.322
C: -4.127 -2.692 2.515
H: 2.431 3.963 2.841
H: -4.568 -2.792 -2.192
H: 4.423 -0.322 0.547
H: 4.884 -1.486 -0.695
H: 2.478 4.772 0.483
H: 1.876 2.085 4.362
H: -4.522 -0.846 3.491
H: 0.404 -1.684 1.687
H: 0.826 0.771 3.810
H: 2.942 -1.195 -3.439
H: -2.239 0.084 3.011
H: -1.903 3.866 -0.340
H: -3.046 1.974 -3.595
H: 0.131 2.314 4.293
H: 4.085 1.342 -1.065
H: -0.212 -0.179 1.946
H: 0.161 1.486 -4.038
H: 3.276 -2.866 -1.836
H: -3.513 1.356 -2.016
H: -3.470 -4.468 1.529
H: 1.153 3.584 -1.226
H: 2.503 -1.851 0.630
H: 4.541 0.230 -2.358
H: -2.639 4.226 -1.897
H: -0.976 4.714 -1.577
H: 0.962 2.892 -3.312
H: -1.212 -3.567 1.011
H: -0.475 3.104 -4.297
H: -3.263 0.274 0.523
H: -2.489 0.375 -3.097
H: 1.913 1.050 -2.167
H: -2.041 -2.429 -2.249

Values from the calculation:
LUMO (alpha / beta) ... -2.11 / -1.74 eV
Spin multiplicity ... 2
Charge ... 0

---

Entry 5:
Below is 2 unconnected molecules or ions with the total composition C4H14N2O in a non-equilibrium geometry, with properties calculated with ωB97M-V/def2-TZVPD.

CARTESIAN COORDINATES (ANGSTROEM)
O: -2.726 -3.287 -1.038
N: 0.104 -0.294 -0.581
N: -0.926 0.802 -2.390
C: 0.432 0.974 2.323
C: 1.188 -0.482 0.348
C: 1.462 0.768 1.192
C: -0.101 0.972 -1.227
H: -0.669 0.076 -3.037
H: 1.611 1.717 0.662
H: 1.146 -1.315 1.064
H: 0.844 1.475 -1.482
H: -1.775 -3.339 -1.216
H: 2.115 -0.745 -0.197
H: -2.848 -3.714 -0.179
H: -1.233 1.639 -2.835
H: -0.248 0.114 2.285
H: -0.792 -0.737 -0.415
H: -0.255 1.839 2.334
H: -0.674 1.649 -0.548
H: 2.469 0.714 1.639
H: 0.877 1.177 3.298

Values from the calculation:
LUMO (alpha / beta) ... 3.71 / 3.58 eV
Spin multiplicity ... 2
Charge ... -1